ORCA calculation (ωB97M-V/def2-TZVPD) on a single C2H3N5O molecule at a distorted geometry.

Each line ends with the natural charge from an NBO analysis.
Atoms and positions in Å:
C 0.352 0.216 -2.302  0.514
C -0.047 0.118 -0.009  0.521
H 0.946 -0.783 -2.370  0.097
H -0.014 0.302 3.005  0.423
H -1.774 0.635 1.023  0.443
N -0.328 0.495 -1.191  -0.597
N 0.833 -0.943 0.343  -0.245
N 0.705 -1.119 1.641  0.063
N -0.210 -0.287 2.112  -0.244
N -0.744 0.461 1.057  -0.425
O 0.282 0.907 -3.309  -0.550

**Energy above the lowest of the compared OMol25 structures with the same formula, charge and spin**: 3.5582 eV
**SMILES**: O=C/N=c1\nn[nH][nH]1
**HOMO level**: -9.43 eV
**Orbital gap**: 0.31767 Eh
**Total charge**: 0

---

ORCA calculation (ωB97M-V/def2-TZVPD) on a molecular structure, C2H3N5O at a distorted geometry.

Each line ends with the natural charge from an NBO analysis.
Atoms and positions in Å:
C 0.180 -0.549 -0.202  0.438
C -2.046 0.211 0.428  0.070
H 3.028 0.107 1.102  0.391
H 2.079 1.309 -0.534  0.325
H -3.086 0.286 0.933  0.252
N 2.466 0.001 -0.042  -0.575
N 1.449 -0.850 0.089  -0.211
N -0.781 -1.427 -0.546  -0.138
N -1.951 -1.046 -0.270  -0.120
N -1.282 1.167 -0.076  -0.075
O -0.058 0.792 -0.882  -0.358

**Energy above the lowest of the compared OMol25 structures with the same formula, charge and spin**: 9.3991 eV
**HOMO level**: -9.03 eV
**Orbital gap**: 0.28698 Eh
**Total charge**: 0

---

ORCA calculation (ωB97M-V/def2-TZVPD) on 2 unconnected molecules or ions with the total composition C2H3N5O4 at a distorted geometry.

Each line ends with the natural charge from an NBO analysis.
Atoms and positions in Å:
C 0.494 -1.742 0.426  0.865
C 1.907 -0.123 -0.809  -0.441
N -1.089 1.336 -0.632  0.501
N 0.813 -0.714 -0.064  -0.592
N -2.228 -0.210 0.303  -0.154
N -1.829 0.356 -0.763  -0.016
N -1.621 0.276 1.340  0.540
O -1.838 -0.143 2.455  -0.330
O 0.060 -2.679 0.989  -0.506
O -0.536 2.111 -1.309  -0.260
O -0.900 1.339 1.052  -0.272
H 2.852 -0.017 -0.128  0.216
H 2.403 -0.726 -1.725  0.221
H 1.511 0.937 -1.134  0.228

**Energy above the lowest of the compared OMol25 structures with the same formula, charge and spin**: 2.8541 eV
**HOMO level**: -10.05 eV
**Orbital gap**: 0.33698 Eh
**Total charge**: 0